1.
110
Properties=species:S:1:pos:R:3 method="wB97M-V/def2-TZVPD" smiles=OCCO.OCCO.OCCO.OCCO.OCCO.OCCO.OCCO.OCCO.OCCO.OCCO.OCCO de_lowest_kcal_mol=20.1
O 0.02020 -1.29157 -6.25614
C 1.31983 -1.02318 -5.82880
C 1.56172 -0.92447 -4.39208
O 0.61681 0.12697 -3.78302
H -0.60694 -0.79570 -5.71242
H 1.99380 -1.78352 -6.24309
H 1.71278 -0.10309 -6.25372
H 2.61184 -0.69902 -4.21728
H 1.29230 -1.84884 -3.90328
H 0.83393 1.00392 -4.13217
O 2.71931 2.18965 2.58895
C 2.40283 1.24034 3.71218
C 2.84550 -0.20067 3.25745
O 4.29302 -0.33871 3.14516
H 2.17663 2.96631 2.74642
H 2.92892 1.59762 4.59479
H 1.32526 1.30464 3.97166
H 2.40628 -0.39665 2.27230
H 2.58276 -0.87842 4.05363
H 4.60408 0.13409 2.35551
O -4.91059 -1.90195 1.70774
C -3.92927 -1.58856 0.62157
C -4.66064 -1.02437 -0.55915
O -5.34771 0.19397 -0.21646
H -5.07481 -2.85972 1.65275
H -3.28779 -0.84180 1.08944
H -3.26264 -2.41105 0.31827
H -5.37329 -1.76226 -0.92187
H -3.90879 -0.75212 -1.30136
H -5.54346 0.14673 0.73471
O -1.53784 -3.72888 2.85841
C -1.69504 -3.22013 4.18315
C -1.66452 -1.73542 4.24052
O -0.37855 -1.20291 3.79069
H -0.68310 -3.47472 2.48371
H -2.62744 -3.59993 4.65233
H -0.91815 -3.62322 4.86847
H -1.89291 -1.34775 5.23425
H -2.39095 -1.37635 3.49749
H -0.58255 -0.87814 2.89513
O -0.05143 1.56409 -0.03328
C -0.75482 0.51102 -0.73500
C -0.11138 -0.82521 -0.51295
O -0.11720 -1.17085 0.87076
H 0.91771 1.36536 -0.14237
H -1.69305 0.50237 -0.18338
H -0.90052 0.72571 -1.78770
H 0.93751 -0.64746 -0.76046
H -0.54652 -1.54862 -1.21222
H 0.30043 -2.05812 0.93624
O 5.48272 1.32727 0.79126
C 5.05963 1.07802 -0.55910
C 3.70788 0.31214 -0.50039
O 2.67354 1.11967 0.13682
H 6.16190 2.00124 0.84630
H 4.85639 1.97008 -1.13212
H 5.81695 0.50997 -1.09856
H 3.79933 -0.64147 0.04802
H 3.31990 0.16310 -1.52996
H 2.98450 1.60258 0.96032
O -2.25247 -3.58301 -1.90254
C -1.48090 -4.66925 -2.60796
C -0.23437 -4.90955 -1.73492
O -0.55592 -5.18836 -0.41879
H -3.14852 -3.59272 -2.24401
H -2.05086 -5.58692 -2.56853
H -1.28246 -4.36786 -3.63127
H 0.43122 -4.04265 -1.82559
H 0.31985 -5.79278 -2.07055
H -1.28783 -4.60808 -0.17082
O -1.43486 2.75576 2.13343
C -2.32675 3.51912 1.35809
C -1.69722 4.77752 0.74840
O -0.89690 4.50568 -0.36868
H -0.90898 2.29647 1.46093
H -2.70391 2.88630 0.54034
H -3.21234 3.85375 1.91652
H -1.08049 5.27849 1.51520
H -2.54646 5.42299 0.48735
H -0.35210 3.73359 -0.20776
O 3.42023 6.51821 0.24401
C 2.33207 5.65015 0.54968
C 2.77659 4.23738 0.19675
O 3.01044 4.13221 -1.22193
H 3.00342 7.35708 -0.01140
H 2.12697 5.71777 1.62875
H 1.44130 5.86761 -0.05718
H 2.00537 3.53253 0.56137
H 3.69143 3.94628 0.75986
H 3.77408 4.71749 -1.38183
O 1.01475 -3.65151 1.50180
C 2.04290 -3.93312 2.48273
C 1.65416 -5.22394 3.21448
O 1.75819 -6.30422 2.25044
H 0.87103 -4.37444 0.84763
H 3.02183 -3.95106 2.02758
H 1.96832 -3.09410 3.19140
H 0.62535 -5.06789 3.55556
H 2.34463 -5.45177 4.03210
H 0.95305 -6.82491 2.14471
O -4.47048 4.68784 -3.32179
C -3.23668 3.92982 -3.20392
C -3.48759 2.41068 -3.27681
O -4.00840 2.01161 -4.56807
H -4.72383 4.66009 -4.25645
H -2.49006 4.24135 -3.95059
H -2.76592 4.19852 -2.24281
H -4.24778 2.15818 -2.53643
H -2.57648 1.83019 -3.15639
H -4.94091 2.23143 -4.62014

2.
107
Properties=species:S:1:pos:R:3 method="wB97M-V/def2-TZVPD" smiles="COC[C@H](C)N.COC[C@H](C)N.COC[C@H](C)N.COC[C@H](C)N.COC[C@H](C)N.NC(N)=O.NC(N)=O.O.O" de_lowest_kcal_mol=0.0
C 3.07719 5.29963 -1.32835
O 1.69627 4.95432 -1.59514
C 1.16380 4.26378 -0.46316
C -0.29754 3.79932 -0.69840
C -1.05117 5.04479 -1.05635
N -0.81432 3.13139 0.45157
H 3.11649 6.16661 -0.60747
H 3.55821 5.62346 -2.27528
H 3.69014 4.40618 -1.02716
H 1.95894 3.48939 -0.33229
H 1.06547 4.87098 0.43129
H -0.27509 3.03680 -1.46808
H -0.60925 5.59915 -1.84687
H -1.21062 5.63286 -0.17296
H -2.02573 4.79350 -1.45362
H -1.40778 2.44064 0.07009
H -1.38060 3.67985 1.11922
C 1.37789 -1.63046 -2.69851
O 0.97794 -0.36643 -3.19759
C 1.71770 0.00465 -4.39172
C 1.12235 1.31047 -4.85809
C -0.20402 1.19703 -5.50055
N 2.06156 1.75459 -5.93103
H 1.45553 -2.47187 -3.44203
H 0.69003 -1.89263 -1.91031
H 2.43046 -1.63461 -2.29922
H 2.81318 0.12884 -4.17417
H 1.57573 -0.73184 -5.24608
H 1.13629 2.06655 -4.08150
H -0.62814 2.16592 -5.63029
H -0.88776 0.59538 -4.89049
H -0.14151 0.79616 -6.47586
H 2.88580 2.16956 -5.63420
H 1.71247 2.23004 -6.74433
C 2.01820 -6.08538 3.33516
O 0.81654 -6.63924 3.81642
C -0.10748 -6.61090 2.74983
C -1.40294 -5.91091 3.27904
C -2.49623 -6.02950 2.22259
N -1.07095 -4.54081 3.50115
H 2.29847 -6.61014 2.38389
H 2.78302 -6.28358 4.21603
H 1.81921 -5.01378 3.18283
H 0.23948 -6.20483 1.80925
H -0.40250 -7.64376 2.46034
H -1.70857 -6.30003 4.25632
H -2.64130 -7.06987 1.87123
H -2.18543 -5.46966 1.32416
H -3.47376 -5.67974 2.55428
H -0.46223 -4.51647 4.32942
H -1.91147 -3.98787 3.85134
C 2.60204 0.55883 0.19387
O 2.70492 0.20736 1.55930
C 3.54016 1.10420 2.30803
C 3.06716 2.55940 2.46677
C 4.31632 3.44299 2.68636
N 2.03915 2.63596 3.48513
H 1.78019 1.23742 0.04583
H 2.27745 -0.40430 -0.30750
H 3.52829 0.91616 -0.28054
H 3.59540 0.70925 3.30452
H 4.50403 1.13697 1.73107
H 2.59246 2.85275 1.51384
H 3.94705 4.44852 2.91702
H 5.05418 3.52996 1.93254
H 4.79945 3.06573 3.62503
H 2.33453 2.42174 4.41760
H 1.66990 3.59713 3.43096
C -4.49558 2.65416 1.52259
O -4.49537 2.56224 0.11547
C -4.42359 1.24043 -0.36097
C -4.46146 1.29026 -1.86476
C -4.59531 -0.07350 -2.58973
N -3.24550 2.04062 -2.21492
H -5.03616 1.89026 2.01274
H -4.86245 3.67339 1.78906
H -3.42580 2.50310 1.83476
H -3.54226 0.77483 -0.01758
H -5.23801 0.57104 0.09871
H -5.38184 1.87997 -2.16355
H -4.11941 0.06261 -3.55767
H -5.67380 -0.36246 -2.65196
H -3.98097 -0.94886 -2.15903
H -3.29430 2.34872 -3.18928
H -3.20908 2.84488 -1.55793
N -0.16506 0.55511 2.74478
C -0.72716 -0.66623 2.74188
N 0.07128 -1.70167 3.23485
O -1.93657 -0.92236 2.52490
H -0.60122 1.36935 2.34102
H 0.77165 0.64123 3.07448
H -0.43513 -2.56505 3.18112
H 1.02508 -1.72348 2.91765
N 1.37932 -3.11719 0.73048
C 1.32449 -4.09144 -0.21219
N 0.18242 -4.38078 -0.80408
O 2.40482 -4.69163 -0.36847
H 2.23897 -2.68573 1.04380
H 0.54295 -2.64322 1.09295
H -0.63982 -3.92720 -0.44564
H 0.12369 -5.30715 -1.22451
O -1.13946 0.22438 -1.30668
H -1.87224 0.67956 -1.72509
H -0.33866 0.30112 -1.86181
O -1.82728 -2.29162 0.06834
H -1.54538 -1.52404 -0.45839
H -2.17048 -1.83125 0.85046

3.
112
Properties=species:S:1:pos:R:3 method="wB97M-V/def2-TZVPD" smiles="COC[C@H](C)N.COC[C@H](C)N.COC[C@H](C)N.COC[C@H](C)N.NC(N)=O.NC(N)=O.NC(N)=O.NC(N)=O.CO.CO" de_lowest_kcal_mol=0.0
C 1.09027 0.35428 -4.39479
O 2.49483 0.12650 -4.42917
C 3.19314 0.85216 -3.39944
C 4.66881 0.62962 -3.39813
C 5.15407 1.64347 -2.36164
N 5.26107 0.79125 -4.70373
H 0.89429 1.40589 -4.09625
H 0.75691 -0.43165 -3.68236
H 0.72208 0.16733 -5.38652
H 2.95034 1.95012 -3.48728
H 2.83111 0.56634 -2.41333
H 4.90545 -0.41399 -3.09310
H 4.46997 1.77878 -1.54469
H 5.35671 2.64031 -2.81363
H 6.08543 1.31090 -1.85421
H 5.43471 1.78241 -4.93405
H 4.60918 0.50052 -5.45716
C -0.63611 -1.75488 2.06279
O -1.64220 -2.11461 1.12055
C -2.34406 -3.33454 1.52636
C -3.19816 -3.66884 0.30627
C -4.42743 -2.66175 0.18651
N -3.82332 -4.99879 0.46373
H -0.47329 -0.69235 2.08761
H 0.30080 -2.31322 1.91689
H -0.84679 -2.07165 3.06160
H -1.62677 -4.11887 1.67687
H -2.88569 -3.06758 2.43161
H -2.52153 -3.47949 -0.57371
H -5.04992 -2.61842 1.06507
H -5.11021 -2.92857 -0.58943
H -3.99490 -1.64728 0.01021
H -3.14292 -5.76515 0.12880
H -4.64524 -4.98819 -0.12542
C -6.08927 5.14862 0.29906
O -5.34029 3.94629 0.43810
C -5.69147 3.05651 -0.60247
C -4.78039 1.90499 -0.51476
C -4.77257 0.94244 -1.72172
N -5.01501 1.05717 0.77955
H -6.55875 5.22279 -0.66417
H -5.43795 6.01366 0.43428
H -6.94916 5.11240 0.99915
H -6.74531 2.73614 -0.60798
H -5.64273 3.58106 -1.54599
H -3.76649 2.24860 -0.41991
H -5.59826 0.31004 -1.78957
H -3.95732 0.26192 -1.56902
H -4.68565 1.46426 -2.69324
H -5.27223 1.80602 1.48124
H -5.93266 0.63331 0.57110
C 0.87669 -2.29768 -1.61590
O 1.52882 -3.39348 -0.90890
C 0.67391 -4.52136 -0.69899
C 1.45158 -5.57147 0.08835
C 2.61954 -6.14914 -0.71547
N 0.45972 -6.58585 0.64378
H 0.63344 -2.54516 -2.68088
H 1.65895 -1.50118 -1.70691
H -0.00562 -1.95807 -1.06238
H -0.21205 -4.27643 -0.12164
H 0.27425 -4.93520 -1.70967
H 1.93107 -5.04157 0.94668
H 3.05989 -7.02071 -0.21432
H 3.37023 -5.41580 -0.91128
H 2.25594 -6.49785 -1.66671
H 0.29548 -7.10874 -0.18142
H 1.00221 -7.15779 1.23278
N 1.40556 4.09560 -2.26828
C 2.17854 4.97779 -2.95260
N 3.37151 5.32318 -2.31195
O 1.78748 5.49576 -3.98356
H 1.61337 3.76610 -1.32226
H 0.49477 3.80283 -2.68241
H 3.59047 6.31056 -2.35997
H 3.43159 5.00987 -1.35343
N -2.09783 0.91216 5.39220
C -2.68239 0.99697 4.19481
N -4.08036 1.16816 4.02602
O -2.00510 1.00455 3.13271
H -1.10961 1.08705 5.53580
H -2.64033 0.53445 6.17200
H -4.67332 1.50619 4.76069
H -4.26760 1.13080 3.06156
N -0.50856 2.64264 0.56968
C -0.76771 1.55971 -0.14446
N -1.79767 0.78325 0.22811
O -0.02200 1.28954 -1.07584
H 0.41640 3.00359 0.44723
H -0.72973 2.60731 1.52672
H -2.29150 0.91086 1.08688
H -1.96474 -0.06806 -0.31504
N 2.52337 1.07606 0.70441
C 2.99265 2.27754 0.92006
N 4.15393 2.27313 1.73391
O 2.47790 3.28978 0.52008
H 1.61938 0.99966 0.21235
H 2.91620 0.29220 1.21235
H 4.76121 3.01826 1.55669
H 4.61873 1.37063 1.62491
C 1.98453 1.36585 3.91806
O 0.88381 0.49121 4.27998
H 2.66871 0.82665 3.35701
H 1.72381 2.23542 3.30749
H 2.36649 1.78220 4.87166
H 0.06515 0.87523 3.93869
C 5.79320 -1.51369 2.19300
O 4.89072 -0.90936 1.27303
H 5.25509 -2.18127 2.86385
H 6.60199 -1.98098 1.62456
H 6.25553 -0.75346 2.80452
H 4.34714 -1.58471 0.82119

4.
Here is C22H70F4N3O13PS2Si2 as an isolated structure from the Open Molecules 2025 dataset. Energies are from ωB97M-V with the def2-TZVPD basis set.

```
117
C22H70F4N3O13PS2Si2 ωB97M-V with the def2-TZVPD basis set
C -0.13760 -1.23041 0.34973
C -0.54204 -1.45063 -1.10182
N -1.81886 -0.81276 -1.44568
C -2.69348 -1.63758 -2.33127
C -4.06598 -1.89454 -1.73728
C -1.69168 0.49664 -1.95186
S -0.73065 0.96537 -3.15432
S -2.86213 1.66731 -1.25983
C -2.01624 1.95186 0.28763
C -2.85335 2.84083 1.19920
C -2.72501 2.43100 2.66309
Si -1.00166 2.41379 3.37803
N -0.66268 3.96342 4.05745
O 0.17097 2.02769 2.27279
Si 1.30574 3.09987 1.76373
C 0.60435 4.59001 0.94725
F 2.21860 3.51235 2.98840
C 2.40933 2.17536 0.53932
O 3.77006 1.99471 1.02048
C 4.13457 0.73137 1.32555
F 5.42452 0.71705 1.80964
F 3.33933 0.14197 2.29841
F 4.04996 -0.13627 0.26136
P -0.94198 0.82569 5.01505
N -1.06162 1.39686 6.49364
H -1.01152 -1.05070 0.95806
H 0.39846 -2.08478 0.73721
H 0.51954 -0.37661 0.46148
H -0.62330 -2.51211 -1.26927
H 0.26401 -1.09779 -1.73811
H -2.19210 -2.55854 -2.58011
H -2.82752 -1.10151 -3.26354
H -4.14097 -2.87366 -1.28942
H -4.78397 -1.86785 -2.54492
H -4.33555 -1.12910 -1.02563
H -1.06454 2.41597 0.06879
H -1.79746 1.01882 0.78500
H -2.60881 3.88596 1.06836
H -3.89600 2.75417 0.91336
H -3.18796 1.46576 2.82471
H -3.28427 3.13977 3.26688
H 0.19620 4.00846 4.58911
H -1.40816 4.24546 4.67725
H 1.37780 5.34737 0.93968
H 0.39460 4.35141 -0.08782
H -0.28262 4.96935 1.43093
H 1.95168 1.21486 0.33881
H 2.47152 2.68849 -0.40951
H -1.96554 -0.08297 4.67747
H 0.20815 0.04200 4.81177
H -1.14104 2.40325 6.48470
C 2.93602 -3.37558 3.25987
O 2.00520 -2.30386 3.32310
H 2.44290 -4.25209 3.66886
H 3.23484 -3.59169 2.22854
H 3.83083 -3.17270 3.85476
H 2.44058 -1.53010 2.96451
C -5.63288 3.75525 -2.17925
O -5.96182 4.71031 -1.17072
H -5.66980 2.77518 -1.71371
H -6.35386 3.77990 -3.00198
H -4.62670 3.91989 -2.57049
H -5.93240 5.58133 -1.56570
C 0.20286 -5.47219 -2.98166
O -0.58873 -4.28052 -3.06027
H -0.37658 -6.21303 -2.43943
H 0.43530 -5.86557 -3.96792
H 1.13389 -5.28268 -2.43835
H -0.08407 -3.62484 -3.54473
C 5.99103 3.40388 -1.12445
O 5.62235 4.48986 -1.97205
H 5.32314 2.58053 -1.35996
H 7.02185 3.08220 -1.29142
H 5.85933 3.66658 -0.07114
H 6.20057 5.22948 -1.77978
C -5.65476 1.11788 -4.88590
O -5.53686 0.09180 -3.90509
H -6.44333 0.81537 -5.56918
H -5.92993 2.07598 -4.43595
H -4.72788 1.24382 -5.45261
H -4.84399 0.34831 -3.29334
C 2.07513 -6.93417 3.44536
O 0.73848 -6.49384 3.23797
H 2.02567 -7.98395 3.72023
H 2.67923 -6.83877 2.53841
H 2.56281 -6.38465 4.25676
H 0.76256 -5.56610 2.99658
C -4.10889 -4.57565 -4.56400
O -4.97007 -4.91891 -3.48074
H -4.41178 -3.59759 -4.92910
H -3.06680 -4.52249 -4.23398
H -4.18733 -5.29438 -5.38490
H -4.69698 -5.77688 -3.15643
C 2.03221 -8.74988 -5.29529
O 1.42483 -8.23455 -4.11207
H 1.31667 -8.61837 -6.10178
H 2.94784 -8.20864 -5.54740
H 2.26027 -9.81427 -5.20067
H 2.04516 -8.34834 -3.39152
C 2.52731 6.92502 -0.16037
O 2.56640 6.05118 -1.28676
H 1.48052 7.12753 0.05272
H 2.98094 6.44828 0.71613
H 3.04106 7.86549 -0.36690
H 3.48248 5.85151 -1.49775
C 6.17141 7.06202 0.27578
O 5.70747 8.11591 -0.56533
H 5.56090 6.18736 0.06241
H 7.22193 6.84202 0.06112
H 6.05941 7.31943 1.33141
H 6.23560 8.89167 -0.37605
C -0.97675 -4.60455 5.58911
O -1.22409 -3.42721 4.82308
H -1.59403 -5.39513 5.17396
H 0.07009 -4.91022 5.51528
H -1.23638 -4.46480 6.64205
H -0.67344 -2.72322 5.17420
```

no.,HOMO (eV),frontier orbital gap (eV),DFT total energy (eV)
1,-9.44,9.7,-68924.1410
2,-8.94,9.5,-55737.9556
3,-8.59,8.9,-62273.4495
4,-8.34,7.9,-112620.9442